(1)
Entry from the OMol25 dataset: C7H14AlO3 as an isolated structure (wB97M-V/def2-TZVPD).

Calculated values
HOMO-LUMO gap (Ha): 0.2947
Charge: +1

Each line ends with the Löwdin charge.
CARTESIAN COORDINATES (ANGSTROEM)
C -0.317 -2.733 -0.016  0.018
O -0.754 -1.391 0.161  -0.197
C -2.024 -1.095 -0.411  -0.106
C -2.450 0.267 0.085  -0.111
O -1.350 1.137 -0.142  -0.205
C -1.527 2.495 0.241  0.005
H -1.038 -3.420 0.445  0.124
H -0.210 -2.962 -1.086  0.128
H -2.760 -1.850 -0.103  0.163
H -1.922 -1.097 -1.507  0.165
H -2.712 0.246 1.154  0.159
H -3.317 0.623 -0.489  0.167
H -0.488 2.937 0.270  0.120
H -2.020 3.028 -0.584  0.124
H -2.158 2.572 1.138  0.122
C 1.550 1.453 -1.070  -0.029
C 2.355 0.365 -0.925  -0.309
O 2.755 -0.271 0.219  -0.154
C 1.879 -0.112 1.382  -0.132
Al 0.289 0.194 0.231  0.529
H 1.416 1.945 -0.076  0.005
H 2.786 -0.171 -1.785  0.125
H 2.216 0.764 1.967  0.088
H 2.085 -0.998 2.003  0.086
H 0.655 -2.832 0.479  0.117

=====

(2)
Entry from the OMol25 dataset: C7H14BePS as an isolated structure (wB97M-V/def2-TZVPD).

Calculated values
HOMO-LUMO gap (alpha / beta) (Ha): 0.1002 / 0.0732
Charge: -1

Each line ends with the Löwdin charge.
CARTESIAN COORDINATES (ANGSTROEM)
C -1.624 -0.225 -0.828  -0.181
C -1.142 -1.140 -1.832  -0.133
C -0.107 -0.455 -2.576  -0.170
C 0.115 0.804 -1.895  -0.129
C -0.882 0.890 -0.834  -0.192
Be -0.065 -0.427 -1.138  -0.933
P 1.762 -1.540 -0.712  0.780
H -2.438 -0.511 -0.179  0.111
H -1.538 -2.140 -1.912  0.100
H 0.464 -0.881 -3.405  0.105
H -0.981 1.833 -0.305  0.111
H 0.837 1.588 -2.071  0.091
H 2.988 -0.804 -0.879  -0.130
H 2.047 -2.517 -1.740  -0.142
H 2.058 -2.368 0.416  -0.110
C -1.498 0.792 2.163  -0.465
S -0.079 -0.260 1.787  0.699
C 1.196 0.923 2.229  -0.478
H -2.293 0.689 1.441  -0.002
H -1.243 1.842 2.193  0.017
H -1.899 0.505 3.125  0.018
H 0.772 1.937 2.289  0.021
H 1.575 0.609 3.216  0.017
H 1.973 0.857 1.450  -0.004

=====

(3)
Entry from the OMol25 dataset: a 2-piece molecular cluster, C7H14BrNO2 overall (wB97M-V/def2-TZVPD).

Calculated values
HOMO-LUMO gap (alpha / beta) (Ha): 0.2433 / 0.2928
Charge: 0

Each line ends with the Löwdin charge.
CARTESIAN COORDINATES (ANGSTROEM)
C 1.821 -0.449 -2.084  -0.057
C -1.555 0.061 1.509  -0.046
C 0.794 0.949 1.414  -0.028
C -1.028 1.842 -0.261  -0.025
C 0.294 -0.215 -1.924  -0.140
C -0.443 0.567 0.529  -0.476
C -0.037 -0.486 -0.459  -0.063
N 0.272 -1.729 0.018  -0.270
O 0.691 -2.603 -0.856  0.004
O 0.202 -1.998 1.248  -0.175
Br -1.469 -3.615 2.731  0.176
H 1.780 -1.563 -1.958  0.070
H 2.317 0.046 -1.250  0.072
H 2.192 -0.144 -3.093  0.092
H -1.366 -1.015 1.984  0.036
H -1.528 0.785 2.299  0.067
H -2.494 -0.003 0.896  0.101
H 0.497 1.657 2.212  0.089
H 1.508 1.488 0.778  0.080
H 1.149 0.041 1.970  0.099
H -0.247 2.578 -0.572  0.104
H -1.639 1.450 -0.977  0.047
H -1.503 2.460 0.439  0.062
H -0.161 -0.908 -2.511  0.086
H -0.048 0.804 -2.080  0.094

=====

(4)
Entry from the OMol25 dataset: a 3-piece molecular cluster, C7H14Cl2O6 overall (wB97M-V/def2-TZVPD).

Calculated values
SMILES: COC(=O)OC.COC(=O)OC.ClCCl
HOMO-LUMO gap (Ha): 0.4063
Charge: 0

Each line ends with the Löwdin charge.
CARTESIAN COORDINATES (ANGSTROEM)
C -1.167 6.482 -4.375  -0.004
O -0.818 5.842 -3.114  0.009
C -1.673 5.228 -2.351  -0.601
O -2.881 5.079 -2.657  0.068
O -1.078 4.734 -1.279  0.016
C -1.751 3.745 -0.504  -0.047
H -2.177 6.889 -4.320  0.091
H -1.165 5.786 -5.214  0.095
H -0.476 7.302 -4.568  0.092
H -2.074 2.904 -1.119  0.096
H -2.699 3.971 -0.015  0.093
H -1.081 3.393 0.280  0.094
C 1.790 -7.346 5.400  -0.053
O 1.786 -6.449 4.324  0.008
C 0.686 -5.744 4.144  -0.573
O -0.418 -5.818 4.653  0.120
O 1.071 -4.690 3.357  -0.020
C 0.074 -3.732 2.964  -0.052
H 1.439 -6.864 6.313  0.102
H 2.850 -7.598 5.365  0.102
H 1.204 -8.262 5.331  0.097
H 0.376 -2.880 2.354  0.092
H -0.432 -3.380 3.863  0.087
H -0.773 -4.192 2.455  0.089
Cl 0.465 0.899 -5.292  0.404
C 2.034 1.239 -4.336  -0.877
Cl 1.746 0.366 -2.760  0.423
H 2.948 0.790 -4.724  0.023
H 2.193 2.306 -4.177  0.027

=====

Respective max |F| values: 2.2; 16.6; 4.5; 4.9 eV/A.